1.
C2H3N2OP | the ωB97M-V functional and the def2-TZVPD basis

Properties
ΔE to the lowest compared entry with this formula, charge and spin: 88.0 kcal per mole
HOMO energy (alpha / beta): -9.6 / -9.6 eV
LUMO level (alpha / beta): -1.7 / -1.7 eV
Gap between HOMO and LUMO (alpha / beta): 7.902 / 7.878 eV
Net charge: 0
Energy: -16434.6319 eV

Structure (XYZ):
```
9
C2H3N2OP the ωB97M-V functional and the def2-TZVPD basis
H -0.021 2.861 -0.792
H -0.409 -2.533 0.642
N -0.436 0.677 -0.288
H 1.902 -1.261 0.325
P -1.623 -0.403 0.058
C 0.921 -0.842 0.201
O -0.829 2.576 -0.357
N 0.796 0.428 -0.144
C -0.301 -1.502 0.355
```

---

2.
C2H3N2P | the ωB97M-V functional and the def2-TZVPD basis

Properties
ΔE to the lowest compared entry with this formula, charge and spin: 70.1 kcal per mole
HOMO energy (alpha / beta): -7.7 / -7.7 eV
LUMO level (alpha / beta): 0.0 / 0.0 eV
Gap between HOMO and LUMO (alpha / beta): 7.733 / 7.732 eV
Net charge: 0
Energy: -14387.4731 eV

Structure (XYZ):
```
8
C2H3N2P the ωB97M-V functional and the def2-TZVPD basis
C -0.913 -2.769 2.036
H 0.695 1.336 0.780
N 0.591 1.546 -1.169
C 0.340 0.997 -0.113
P 1.097 1.964 -2.632
H -1.588 -3.402 2.657
H -0.138 2.401 -3.260
N -0.084 -2.074 1.702
```

---

3.
C2H3N2S | the ωB97M-V functional and the def2-TZVPD basis

Properties
ΔE to the lowest compared entry with this formula, charge and spin: 27.4 kcal per mole
HOMO energy: -15.5 eV
LUMO level: -7.3 eV
Gap between HOMO and LUMO: 8.222 eV
Net charge: +1
Energy: -15926.4379 eV

Structure (XYZ):
```
8
C2H3N2S the ωB97M-V functional and the def2-TZVPD basis
C -1.290 -0.977 0.206
H -0.411 0.738 0.264
N 0.553 1.221 0.060
H -2.334 -1.074 0.006
S 1.751 0.268 -0.388
N 1.163 -1.155 -0.221
C -0.124 -1.319 0.053
H 0.693 2.299 0.020
```

---

4.
C2H3N3 | the ωB97M-V functional and the def2-TZVPD basis

Properties
ΔE to the lowest compared entry with this formula, charge and spin: 28.8 kcal per mole
HOMO energy: -9.9 eV
LUMO level: 0.9 eV
Gap between HOMO and LUMO: 10.813 eV
Net charge: 0
Energy: -6591.3243 eV

Structure (XYZ):
```
8
C2H3N3 the ωB97M-V functional and the def2-TZVPD basis
C -0.359 -0.704 0.132
H -1.181 0.217 -1.651
N 0.252 1.211 -0.798
N -0.400 0.168 -0.981
C 0.562 -0.058 0.970
N 0.919 1.115 0.338
H 1.025 -0.242 1.914
H -0.818 -1.706 0.075
```

---

5.
C2H3N3O | the ωB97M-V functional and the def2-TZVPD basis

Properties
ΔE to the lowest compared entry with this formula, charge and spin: 68.2 kcal per mole
HOMO energy: -9.7 eV
LUMO level: 0.4 eV
Gap between HOMO and LUMO: 10.162 eV
Net charge: 0
Energy: -8637.5354 eV

Structure (XYZ):
```
9
C2H3N3O the ωB97M-V functional and the def2-TZVPD basis
N 1.645 -0.505 0.039
H -2.540 -0.925 -0.196
O -2.014 -0.115 -0.252
N 1.344 0.768 -0.066
H 2.386 -0.546 0.776
C -0.679 -0.280 -0.040
N 0.062 -1.305 0.230
H -0.289 1.951 -0.322
C 0.085 0.957 -0.170
```

---

6.
C2H3N3O | the ωB97M-V functional and the def2-TZVPD basis

Properties
ΔE to the lowest compared entry with this formula, charge and spin: 60.6 kcal per mole
HOMO energy: -9.4 eV
LUMO level: -0.1 eV
Gap between HOMO and LUMO: 9.263 eV
Net charge: 0
Energy: -8637.8670 eV

Structure (XYZ):
```
9
C2H3N3O the ωB97M-V functional and the def2-TZVPD basis
H 1.152 1.216 -1.623
H 1.303 -1.345 1.133
O 1.351 0.136 -1.251
N -0.941 0.386 -0.309
H -1.354 1.142 -0.810
C 0.426 -0.721 0.825
C 0.293 -0.092 -0.360
N -1.550 -0.049 0.868
N -0.681 -0.673 1.527
```